# C45H98N14O11

14 unconnected molecules or ions with the total composition C45H98N14O11 in a non-equilibrium geometry (wB97M-V/def2-TZVPD, the OMol25 dataset).

```
168
Properties=species:S:1:pos:R:3:forces:R:3
O 10.7000 -22.3428 11.0684 0.391 -0.049 -0.438
O 15.9451 -21.9605 5.9400 -1.189 -0.071 -0.927
O 13.5457 -26.1243 10.3582 0.439 -1.149 0.858
O 4.6428 -22.5626 1.3370 -0.538 -1.167 -0.448
O 6.6816 -21.9930 5.9690 0.076 0.490 -0.509
O 11.4786 -19.0157 3.2328 0.505 -0.006 -0.987
O 7.0148 -24.3229 8.4185 0.318 -0.119 0.052
O 8.7079 -25.1137 4.6973 0.213 1.021 -0.392
O 3.1527 -27.3350 5.7509 -0.247 -3.189 2.104
O 8.3643 -28.5411 3.8980 -0.525 -0.463 -0.060
O 13.9103 -25.3811 4.2042 0.122 -0.111 -0.281
N 16.1084 -25.7483 3.6692 0.039 -0.530 -0.653
N 13.6796 -24.4567 -0.8028 -0.790 0.203 0.315
N 4.7123 -22.1240 7.1063 -0.652 -0.389 -0.022
N 10.1755 -23.3755 4.6726 -1.047 2.190 0.177
N 12.9000 -24.6298 8.8204 0.507 -1.032 -0.482
N 8.8240 -23.0222 1.5460 -0.504 -0.185 -0.500
N 10.2282 -18.4318 1.4684 0.133 0.630 -1.576
N 9.2317 -21.4365 9.5496 -0.229 -0.441 -0.696
N 4.8853 -20.8945 2.8546 -1.152 -0.723 -0.772
N 8.9086 -25.6035 8.3909 0.872 -0.287 1.594
N 4.2877 -25.6740 4.7525 -0.914 -0.084 -0.345
N 10.5407 -28.8694 3.2655 -1.408 0.639 0.930
N 8.7801 -16.0589 3.0507 1.791 -0.247 3.554
N 15.0285 -21.6905 3.8586 -0.721 -0.361 -0.393
C 8.1422 -18.4266 5.9356 0.207 -0.460 -0.350
C 7.0963 -26.4470 1.7158 0.661 0.129 0.042
C 11.6068 -27.3178 -0.0357 2.416 0.070 -0.980
C 9.2163 -25.5259 9.8520 -0.169 1.497 -1.291
C 9.1038 -19.1333 2.0003 -0.194 -1.357 -0.485
C 7.1075 -25.9289 0.2919 0.594 0.842 -0.660
C 3.1351 -26.3726 5.0878 0.299 3.539 -1.902
C 11.2206 -24.7662 0.1141 0.760 -0.809 -1.681
C 3.6043 -22.9676 7.6403 0.454 1.277 -0.112
C 10.2059 -30.1357 2.6754 0.921 -0.841 0.261
C 11.3880 -18.5256 2.0952 -0.428 0.013 2.047
C 5.3006 -21.6978 1.8547 0.749 1.412 -0.034
C 5.7293 -22.6292 6.3914 -0.019 -0.893 0.767
C 17.0191 -26.3526 2.6733 -0.027 1.150 0.355
C 8.0758 -23.6037 0.8832 1.383 0.240 1.247
C 5.6836 -19.8452 3.3628 -0.475 1.012 1.035
C 9.5200 -28.1915 3.8863 0.351 0.697 -0.241
C 4.2555 -24.6892 3.6502 0.684 0.060 2.038
C 12.9774 -25.1045 10.0874 -0.660 1.383 -0.617
C 4.5986 -20.6894 7.3440 -1.196 -0.307 0.268
C 9.6183 -18.0484 5.8322 1.249 0.044 -1.119
C 3.5277 -21.0621 3.3758 1.027 -1.832 1.111
C 10.1794 -20.4902 9.0007 0.270 -0.823 -0.682
C 11.9101 -28.5838 3.5791 0.417 -0.311 -0.731
C 9.9212 -16.5864 5.3896 -0.213 -0.193 0.214
C 11.3503 -24.1424 4.5513 1.592 -0.750 -0.531
C 13.7844 -21.6803 3.0496 1.670 0.847 -0.335
C 7.1310 -24.3680 0.1295 -1.245 -0.904 -0.104
C 9.8621 -26.3709 7.6373 -0.189 -1.230 -0.155
C 7.9003 -24.9328 7.8170 -0.441 0.195 0.634
C 10.0812 -17.6902 0.2213 0.702 -0.180 -0.189
C 12.5907 -24.4958 -0.4172 0.138 -0.304 -0.047
C 8.9487 -23.8917 4.6510 -0.928 -1.112 0.093
C 14.9857 -21.9797 5.1557 1.378 0.386 1.118
C 5.5591 -26.3147 5.1148 -0.284 -0.866 -0.584
C 16.2297 -21.1928 3.2647 0.619 -0.032 -0.194
C 13.5160 -25.4070 7.7349 -0.541 0.456 -0.164
C 16.6264 -24.7807 4.5986 0.512 0.834 -0.034
C 9.6142 -22.2827 10.5193 -1.183 0.425 1.341
C 7.8769 -21.4410 8.9557 0.315 1.182 -0.126
C 14.7803 -25.9400 3.5526 0.413 -0.195 0.524
C 9.3046 -16.2027 4.1028 -1.614 -0.286 -3.203
C 12.3729 -23.3461 8.4959 -0.181 0.328 -0.099
C 10.3316 -21.8911 4.7686 -0.083 -1.056 0.276
C 11.2266 -26.1364 0.7875 -1.864 0.325 0.814
H 13.5668 -20.6130 2.8761 -0.454 -0.523 -0.193
H 12.4159 -28.5508 2.6006 0.484 0.110 0.545
H 12.2145 -18.0420 1.5903 0.483 0.104 -0.274
H 9.9278 -24.7122 10.0159 0.273 -0.101 -0.220
H 11.1063 -20.5150 9.5349 0.295 0.013 0.831
H 10.2865 -18.6303 5.1663 -1.182 -0.288 -0.330
H 2.9271 -20.1637 3.3486 -0.061 0.210 -0.233
H 14.5963 -26.7583 2.8507 -0.503 -0.045 -0.348
H 11.0062 -16.5009 5.3040 -0.075 0.186 -0.110
H 10.4931 -20.7964 7.9983 -0.405 0.210 -0.312
H 3.6407 -21.4212 4.4401 -0.309 0.588 -0.728
H 7.2854 -24.1445 -0.9308 -0.362 0.152 0.130
H 10.2007 -18.2363 6.7250 -0.421 0.409 0.897
H 11.5155 -23.3965 7.8160 -0.203 -0.188 0.051
H 7.5614 -20.3910 9.0475 -0.501 -0.252 0.224
H 12.1267 -23.8940 5.3044 -0.630 -0.284 -0.186
H 13.9674 -22.1843 5.4402 -0.663 -0.495 0.671
H 7.1571 -22.1404 9.3888 0.503 0.140 0.340
H 5.5046 -20.1625 6.9940 -0.490 -0.325 0.460
H 13.1388 -22.7973 7.9747 0.403 0.578 -0.214
H 6.6877 -19.8983 2.9652 0.157 0.094 -0.040
H 11.0682 -27.4987 -0.9894 -0.089 0.079 0.877
H 13.5782 -26.4509 8.0099 -0.297 -0.206 0.133
H 11.7026 -28.1848 0.6099 -0.611 -0.363 -0.200
H 6.3134 -21.4203 1.4774 -0.196 -0.194 0.330
H 5.6144 -26.6572 6.1492 -0.483 0.284 0.057
H 7.8341 -21.6139 7.8730 0.631 -0.332 0.201
H 7.6009 -17.5957 6.4107 -0.041 -0.500 0.165
H 3.0962 -21.9300 2.8435 -0.082 0.825 0.058
H 17.9160 -26.7047 3.1755 -0.080 -0.391 0.111
H 9.4034 -21.4123 5.1185 0.150 -0.358 -0.404
H 16.2856 -20.0993 3.2716 -0.036 -0.033 0.129
H 11.8679 -26.0180 1.6618 -0.032 -0.436 0.179
H 9.7880 -19.4879 8.9964 -0.299 0.409 -0.072
H 10.8800 -26.1725 8.0072 -0.314 -0.111 -0.284
H 16.1963 -21.5179 2.2404 0.349 -0.048 -0.624
H 2.6781 -22.5493 7.2594 -0.296 -0.075 -0.242
H 4.7788 -23.8368 4.0699 0.440 0.439 -0.428
H 9.6195 -27.4683 7.7190 0.459 0.864 0.159
H 11.0648 -17.4445 -0.2283 -0.390 -0.009 0.608
H 9.5232 -16.7709 0.4101 -0.091 -0.132 -0.231
H 8.0064 -19.4029 6.4416 0.041 0.676 0.188
H 9.1144 -30.2956 2.6510 0.749 0.170 -0.226
H 13.9557 -22.2085 2.0892 -0.067 0.290 0.504
H 12.3980 -29.3247 4.2322 -0.284 -0.158 -0.290
H 11.0575 -21.7458 5.5659 0.295 0.328 -0.033
H 10.7117 -30.9061 3.2572 -0.469 -0.424 0.563
H 9.7669 -27.1965 4.3052 0.481 -0.305 0.039
H 7.6651 -18.6068 4.9609 0.316 0.377 0.049
H 10.9399 -23.9987 0.7991 -0.314 0.552 0.363
H 5.2068 -18.8602 3.1779 0.437 -0.321 -0.218
H 9.3340 -20.2064 1.9372 -0.226 0.018 0.170
H 8.1801 -18.9825 1.4367 0.310 0.441 0.006
H 3.6826 -20.3031 6.8054 0.945 -0.203 0.408
H 17.1307 -21.6023 3.7524 -0.540 0.211 -0.082
H 6.4289 -25.6928 4.9369 -0.078 0.314 -0.314
H 17.5390 -25.1665 5.0822 -0.194 0.234 -0.378
H 9.5896 -15.8798 6.1455 -0.066 0.192 0.088
H 12.4394 -24.4283 10.7914 0.264 -0.359 0.068
H 6.2041 -26.2153 -0.2772 0.457 -0.169 0.308
H 9.7485 -26.1431 6.5888 0.227 0.257 -0.407
H 8.7468 -22.8160 10.9606 0.148 -0.228 -0.493
H 16.4942 -27.1383 2.1455 0.075 -0.241 0.006
H 5.6755 -23.7279 6.3101 -0.092 0.159 -0.173
H 4.3702 -20.6107 8.4351 0.530 0.557 -0.736
H 9.6179 -18.3359 -0.5220 -0.417 0.145 -0.013
H 5.6348 -27.2318 4.5108 0.410 0.187 0.133
H 11.8393 -23.9885 3.5895 0.070 0.484 -0.236
H 10.1865 -26.3503 1.1225 0.519 0.554 0.282
H 10.5241 -24.8031 -0.7504 0.329 0.360 0.448
H 12.0866 -22.8088 9.3977 -0.001 -0.040 -0.009
H 8.3284 -25.1589 10.3178 -0.708 -0.358 0.641
H 12.0113 -27.6447 4.1005 -0.098 0.526 -0.093
H 5.6980 -19.9527 4.4507 0.449 0.034 0.059
H 8.9818 -18.8909 3.0270 -0.339 0.273 0.884
H 12.6665 -27.1393 -0.3263 -0.426 -0.236 -0.255
H 14.5476 -25.1211 7.5014 -0.167 0.415 0.071
H 3.5285 -22.8677 8.7302 0.368 -0.151 -0.140
H 10.7583 -30.2805 1.7468 -0.598 0.427 -0.652
H 12.8771 -25.2681 6.8426 0.498 -0.227 0.277
H 11.1705 -25.2149 4.4785 -0.307 0.094 0.732
H 9.6731 -26.3944 10.3036 -0.415 -0.591 -0.300
H 7.9252 -24.9588 6.7290 0.039 -0.255 -0.239
H 4.7510 -24.9925 2.7339 -0.328 -0.166 -0.088
H 3.6684 -24.0089 7.3570 0.374 -0.114 -0.135
H 6.1536 -24.0218 0.4943 0.023 0.277 -0.530
H 15.9189 -24.5539 5.3999 -0.053 -0.172 -0.362
H 17.3858 -25.6180 1.9264 -0.443 -0.149 0.352
H 6.1406 -26.2302 2.1427 -0.629 -0.114 0.411
H 7.8300 -25.9396 2.3726 -0.146 -0.280 -0.398
H 16.8227 -23.8348 4.0426 0.171 -0.525 0.634
H 12.9960 -22.1700 3.5823 -0.366 -0.086 0.320
H 10.6898 -21.4445 3.8360 -0.107 -0.062 0.156
H 7.2767 -27.5295 1.7742 -0.098 0.370 -0.032
H 2.1535 -25.8937 4.7594 0.989 -0.170 -0.091
H 3.2503 -24.3267 3.5380 -0.552 -0.237 -0.507
H 8.1143 -23.1449 4.6336 0.691 -0.385 0.087
H 7.9802 -26.2755 -0.2670 -0.047 -0.371 0.063
```
Forces are in eV/Å.

Calculated values
LUMO ... 0.3363 eV
Molecular weight ... 1011.366 Da
E_tot ... -3367.62609 hartree
2S+1 ... 1
HOMO-LUMO gap ... 9.2 eV

Löwdin population analysis, charges in e, atoms 1 to 99: -0.01 -0.02 0.02 0.00 -0.04 -0.04 -0.03 -0.08 0.06 0.01 -0.01 -0.18 0.13 -0.17 -0.15 -0.19 0.19 -0.19 -0.15 -0.19 -0.15 -0.17 -0.20 0.15 -0.18 -0.08 -0.09 -0.10 0.00 -0.07 -0.22 -0.39 -0.18 -0.02 -0.05 -0.32 -0.34 -0.37 -0.03 -0.22 -0.07 -0.33 -0.05 -0.36 -0.05 -0.25 -0.02 -0.05 -0.07 -0.18 -0.09 -0.01 -0.17 -0.04 -0.31 -0.04 -0.22 -0.32 -0.36 -0.05 -0.06 -0.04 -0.04 -0.37 -0.04 -0.32 -0.19 -0.07 -0.01 -0.28 0.08 0.08 0.13 0.06 0.08 0.08 0.09 0.12 0.12 0.08 0.09 0.13 0.09 0.08 0.09 0.07 0.11 0.08 0.08 0.08 0.06 0.10 0.08 0.04 0.13 0.09 0.06 0.09 0.08